# 1
90
Properties=species:S:1:pos:R:3:mulliken_charge:R:1 method="wB97M-V/def2-TZVPD" e_lumo_ev="0.5 / 0.1" homo_energy_ha="-0.303 / -0.305" gap_ha="0.3207 / 0.3089" e_above_lowest_kj_mol=0.0 energy_ha=-2760.23573 multiplicity=3 s2=2.01
C -1.06 1.77 -1.59 -1.834
P -2.05 0.36 -2.17 1.236
Cl -3.86 1.05 -1.16 -0.337
C -2.93 0.52 -3.80 -0.857
C -3.38 1.93 -4.05 0.057
N -4.22 2.17 -4.97 -0.652
O -2.14 -1.11 -1.40 -0.519
C -2.40 -1.18 -0.03 -0.198
O -3.14 -2.02 0.35 -0.560
C -1.68 -0.30 0.92 0.881
C -2.47 0.42 1.82 -0.197
C -1.84 1.25 2.74 -0.779
C -0.46 1.35 2.75 -0.360
C 0.32 0.62 1.87 -0.979
C -0.30 -0.20 0.94 0.144
P -0.22 -0.47 -3.23 0.014
N 0.34 0.50 -4.35 -0.763
H -1.03 2.58 -2.31 0.531
H -0.04 1.43 -1.45 0.447
H -1.41 2.14 -0.64 0.587
H -2.29 0.20 -4.61 0.632
H -3.83 -0.08 -3.71 0.345
H -2.98 2.74 -3.45 0.243
H -4.39 3.17 -5.02 0.289
H -3.54 0.33 1.80 0.475
H -2.44 1.82 3.43 0.426
H 0.04 1.99 3.45 0.431
H 1.39 0.68 1.88 0.428
H 0.28 -0.79 0.25 0.525
H 0.71 -0.68 -2.18 0.063
H -0.59 -1.77 -3.65 0.061
H 0.37 0.01 -5.24 0.250
C 1.69 7.41 1.93 -1.795
C 2.30 6.00 2.11 1.944
C 3.83 6.07 2.07 -1.310
C 4.39 6.31 0.67 -0.520
C 3.83 5.28 -0.32 -1.222
C 2.30 5.22 -0.32 1.924
N 1.78 5.06 1.07 0.431
O 1.89 3.83 1.46 -0.535
C 1.73 6.48 -0.99 -1.821
C 1.84 4.04 -1.16 -2.242
C 1.87 5.51 3.49 -1.985
H 1.54 7.89 2.89 0.477
H 2.32 8.07 1.34 0.326
H 0.71 7.35 1.45 0.336
H 4.24 5.14 2.45 0.402
H 4.16 6.86 2.74 0.338
H 4.17 7.32 0.33 0.318
H 5.48 6.23 0.70 0.389
H 4.18 5.50 -1.33 0.416
H 4.23 4.29 -0.06 0.363
H 0.65 6.51 -0.91 0.361
H 1.98 6.48 -2.05 0.465
H 2.13 7.41 -0.59 0.319
H 2.27 3.10 -0.82 0.383
H 2.14 4.17 -2.20 0.516
H 0.75 3.95 -1.13 0.422
H 0.78 5.40 3.55 0.451
H 2.18 6.23 4.24 0.497
H 2.32 4.55 3.75 0.330
C -0.66 -8.54 -0.15 -1.827
C -0.20 -7.55 0.95 1.871
C -1.33 -7.29 1.94 -1.291
C -2.45 -6.40 1.39 -0.769
C -1.87 -5.11 0.82 -1.024
C -0.76 -5.34 -0.20 1.859
N 0.27 -6.27 0.34 0.473
O 1.08 -5.64 1.14 -0.622
C -1.36 -5.89 -1.51 -1.934
C -0.11 -4.01 -0.56 -1.833
C 0.96 -8.22 1.68 -1.912
H -0.44 -9.56 0.13 0.488
H -1.74 -8.50 -0.34 0.322
H -0.15 -8.35 -1.10 0.321
H -0.92 -6.82 2.84 0.398
H -1.75 -8.25 2.26 0.369
H -3.02 -6.93 0.62 0.328
H -3.15 -6.17 2.18 0.423
H -2.66 -4.51 0.36 0.316
H -1.48 -4.51 1.65 0.421
H -0.58 -6.16 -2.21 0.371
H -1.98 -5.12 -1.98 0.402
H -2.01 -6.75 -1.37 0.347
H 0.25 -3.48 0.32 0.471
H -0.85 -3.37 -1.05 0.204
H 0.73 -4.16 -1.25 0.548
H 1.80 -8.38 1.00 0.449
H 0.63 -9.19 2.05 0.464
H 1.31 -7.64 2.53 0.366

---

# 2
14
Properties=species:S:1:pos:R:3:mulliken_charge:R:1 method="wB97M-V/def2-TZVPD" e_lumo_ev=0.7 homo_energy_ha=-0.353 smiles="NC(N)(N)C(=O)O" gap_ha=0.3774 e_above_lowest_kj_mol=188.5 energy_ha=-395.13322
N 0.57 -1.00 -0.97 -0.577
C -0.24 -0.13 -0.09 0.666
N 0.19 1.27 -0.20 -0.646
N 0.02 -0.56 1.48 -0.654
C -1.80 -0.16 -0.06 0.366
O -2.60 -0.67 -0.86 -0.604
O -2.30 0.69 0.80 -0.427
H 0.08 -1.81 -1.21 0.237
H 0.88 -0.44 -1.76 0.231
H -0.33 1.69 -1.01 0.267
H 1.21 1.33 -0.26 0.281
H 0.03 -1.60 1.77 0.228
H 0.98 -0.19 1.84 0.253
H -1.62 1.06 1.42 0.380

---

# 3
17
Properties=species:S:1:pos:R:3:mulliken_charge:R:1 method="wB97M-V/def2-TZVPD" e_lumo_ev="-5.6 / -5.6" homo_energy_ha="-0.446 / -0.446" gap_ha="0.2394 / 0.2394" e_above_lowest_kj_mol=127.9 energy_ha=-1783.52154 total_charge=+1
C -0.94 -0.88 0.04 0.240
C 0.33 -0.49 0.55 -0.008
N 0.19 -0.72 -2.52 -0.624
N 0.27 1.84 2.42 -0.594
S -1.55 -2.57 -0.04 0.011
S -2.18 0.36 -0.24 -0.108
S 1.41 -1.65 1.18 -0.200
S 0.69 1.13 0.38 0.136
H 0.43 0.08 -3.13 0.235
H -0.81 -0.83 -2.86 0.264
H -0.42 1.14 2.41 0.336
H 1.08 1.61 3.03 0.322
H -0.09 2.76 2.73 0.286
H -0.44 -3.02 0.64 0.152
H -3.26 -0.27 -0.82 0.200
H 2.32 -0.79 1.29 0.145
H 0.73 -1.48 -2.63 0.207